# 1
{
  "formula": "C20H42Cl2NO7Si",
  "method": "the ωB97M-V functional and the def2-TZVPD basis",
  "symbols": ["C", "C", "Cl", "C", "Cl", "N", "C", "C", "O", "Si", "C", "C", "C", "H", "H", "H", "H", "H", "H", "H", "H", "H", "H", "H", "H", "H", "H", "H", "H", "H", "H", "O", "C", "O", "C", "C", "C", "H", "H", "H", "H", "H", "H", "H", "H", "O", "C", "O", "C", "C", "C", "H", "H", "H", "H", "H", "H", "H", "H", "O", "C", "O", "C", "C", "C", "H", "H", "H", "H", "H", "H", "H", "H"],
  "positions_angstrom": [[2.4780, 1.7113, -0.3021], [2.7452, 1.1467, 1.0913], [1.4838, 1.8927, 2.1565], [2.5380, -0.3770, 1.1824], [3.1932, -1.1694, -0.4875], [3.0297, -1.0822, 2.2443], [3.8299, -0.4116, 3.2267], [5.3338, -0.1862, 2.8794], [5.5453, -0.2430, 1.4702], [7.0501, -0.6092, 0.9094], [7.4560, 0.3628, -0.6454], [7.0410, -2.4413, 0.4827], [8.4475, -0.3117, 2.1461], [3.3525, 1.6160, -0.9263], [1.6615, 1.1715, -0.7625], [2.1607, 2.7421, -0.2030], [3.7293, 1.4629, 1.3820], [1.4654, -0.5340, 1.0685], [3.8604, -1.0833, 4.0832], [3.4220, 0.5214, 3.6264], [5.6865, 0.7713, 3.2639], [5.9173, -0.9649, 3.3686], [7.5234, 1.4239, -0.4508], [6.7052, 0.1782, -1.4048], [8.4122, 0.0205, -1.0209], [6.8911, -3.0018, 1.3958], [6.2294, -2.6271, -0.2051], [7.9975, -2.7296, 0.0583], [8.5724, -1.2058, 2.7429], [9.3691, -0.0622, 1.6367], [8.2127, 0.4768, 2.8502], [-5.4315, 3.6176, 3.4505], [-4.5792, 2.7724, 3.3595], [-3.2914, 3.1427, 3.3204], [-2.2150, 2.1868, 3.3559], [-1.9138, 1.6269, 1.9835], [-4.9226, 1.3103, 3.1931], [-2.4289, 1.4019, 4.0815], [-1.3564, 2.7377, 3.7349], [-2.7690, 1.0862, 1.5746], [-1.0667, 0.9482, 2.0288], [-1.6748, 2.4335, 1.2912], [-5.0777, 1.1132, 2.1329], [-5.8438, 1.1061, 3.7340], [-4.1643, 0.6307, 3.5695], [-4.3045, -0.3609, -0.0640], [-5.1190, -0.2513, -0.9374], [-5.4057, 0.9713, -1.4156], [-6.2174, 1.1938, -2.5710], [-7.6916, 1.2337, -2.2274], [-5.8809, -1.4535, -1.4479], [-5.9919, 0.4609, -3.3471], [-5.8991, 2.1623, -2.9516], [-8.0379, 0.2805, -1.8277], [-8.2813, 1.4687, -3.1137], [-7.8790, 1.9945, -1.4703], [-6.7337, -1.6291, -0.7941], [-5.2200, -2.3154, -1.3998], [-6.2292, -1.3609, -2.4743], [-0.6872, -2.3181, -6.1759], [-1.2927, -2.2030, -5.1466], [-1.6223, -0.9695, -4.7213], [-2.5221, -0.7329, -3.6341], [-1.8517, -0.7848, -2.2785], [-1.6308, -3.4002, -4.2875], [-3.3727, -1.4181, -3.6948], [-2.9127, 0.2684, -3.8152], [-1.4389, -1.7717, -2.0697], [-2.5719, -0.5391, -1.5020], [-1.0264, -0.0752, -2.2325], [-0.7791, -3.6164, -3.6445], [-1.7994, -4.2502, -4.9435], [-2.5177, -3.2731, -3.6712]],
  "total_charge": -1,
  "e_homo_ha": -0.109,
  "orbital_gap_ev": 4.729,
  "total_energy_ev": -70168.527
}

# 2
{
  "formula": "C5H11PS2",
  "method": "the ωB97M-V functional and the def2-TZVPD basis",
  "symbols": ["C", "C", "C", "C", "C", "P", "S", "S", "H", "H", "H", "H", "H", "H", "H", "H", "H", "H", "H"],
  "positions_angstrom": [[-0.0922, -0.3124, 1.1898], [-1.3753, -0.0723, -0.8380], [0.9934, 1.0295, -0.4004], [-1.0837, 1.9036, 0.7077], [-0.3767, 0.6443, 0.1110], [0.6456, -2.8825, -0.5734], [-0.2327, -0.6581, 2.7134], [2.6875, -3.3779, -0.3730], [-2.2525, -0.1681, -0.1961], [-1.0968, -1.0399, -1.0765], [-1.5219, 0.5665, -1.7153], [1.6510, 1.0380, 0.5005], [1.0297, 2.0977, -0.7750], [1.5454, 0.3796, -1.1247], [-2.0641, 1.7017, 0.8021], [-0.5566, 2.2003, 1.5606], [-1.0381, 2.9048, 0.0564], [0.1995, -3.5921, 0.6424], [2.9386, -2.3626, -1.2113]],
  "e_homo_ha": [-0.262, -0.278],
  "e_above_lowest_kcal_mol": 123.9,
  "orbital_gap_ev": [6.473, 7.630],
  "total_energy_ev": -36318.898
}

# 3
{
  "formula": "C44H60KN6O4PSi",
  "method": "the ωB97M-V functional and the def2-TZVPD basis",
  "symbols": ["K", "C", "N", "C", "C", "C", "N", "C", "C", "C", "C", "C", "C", "C", "O", "C", "C", "C", "N", "C", "C", "C", "C", "C", "C", "C", "O", "H", "H", "H", "H", "H", "H", "H", "H", "H", "H", "H", "H", "H", "H", "H", "H", "H", "H", "H", "H", "H", "H", "H", "H", "H", "C", "O", "H", "H", "H", "H", "C", "N", "C", "N", "C", "N", "C", "P", "C", "C", "H", "H", "H", "H", "H", "H", "H", "H", "H", "H", "H", "H", "C", "C", "C", "C", "Si", "O", "C", "C", "C", "C", "C", "C", "C", "C", "C", "C", "C", "C", "H", "H", "H", "H", "H", "H", "H", "H", "H", "H", "H", "H", "H", "H", "H", "H", "H", "H", "H"],
  "positions_angstrom": [[-1.4968, 0.8587, -0.5263], [1.0395, 4.3684, -0.0591], [-0.0663, 3.6988, -0.7097], [-1.2035, 4.5992, -0.8223], [-2.0790, 4.6638, 0.4312], [-2.8481, 3.3534, 0.7108], [-3.2130, 2.7127, -0.5227], [-4.1792, 3.1766, -1.2065], [-4.4552, 2.8019, -2.5696], [-5.5609, 3.3586, -3.2226], [-5.8133, 3.1548, -4.5609], [-4.9170, 2.3580, -5.2946], [-3.8345, 1.7769, -4.6916], [-3.5330, 1.9462, -3.2932], [-2.5237, 1.4060, -2.7671], [0.3084, 3.1999, -2.0295], [1.5327, 2.2824, -2.0573], [1.2751, 0.8359, -1.6375], [0.9425, 0.6974, -0.2498], [1.5400, -0.1843, 0.4333], [1.2098, -0.5750, 1.7944], [2.1661, -1.3062, 2.5016], [1.9440, -1.7935, 3.7758], [0.6843, -1.5977, 4.3459], [-0.2858, -0.8903, 3.6731], [-0.0590, -0.2854, 2.3981], [-0.9535, 0.4640, 1.8646], [1.5901, 5.0296, -0.7561], [1.7302, 3.6369, 0.3617], [0.6636, 4.9764, 0.7614], [-1.8317, 4.2620, -1.6456], [-0.8612, 5.6247, -1.0648], [-2.8006, 5.4731, 0.2772], [-1.4731, 4.9104, 1.3084], [-3.7300, 3.5939, 1.3276], [-2.2013, 2.6732, 1.2689], [-4.8337, 3.9699, -0.7902], [-6.2418, 3.9824, -2.6467], [-6.6795, 3.5970, -5.0388], [-5.0906, 2.2167, -6.3573], [-3.1584, 1.1464, -5.2582], [0.5198, 4.0603, -2.6992], [-0.5470, 2.6531, -2.4333], [2.3263, 2.6979, -1.4319], [1.9041, 2.2617, -3.0856], [2.1577, 0.2343, -1.9027], [0.4321, 0.4452, -2.2185], [2.3730, -0.7590, -0.0006], [3.1292, -1.4721, 2.0275], [2.7172, -2.3334, 4.3081], [0.4701, -1.9946, 5.3336], [-1.2658, -0.7577, 4.1203], [-2.4541, -2.3689, 1.3589], [-3.1061, -1.2210, 1.8802], [-3.2207, -3.0610, 1.0051], [-1.8604, -2.8792, 2.1282], [-1.7875, -2.1251, 0.5244], [-2.4152, -0.5313, 1.9793], [1.1261, 2.1928, 5.9219], [2.2266, 2.5697, 5.0440], [2.4540, 3.9984, 5.1467], [1.2673, 4.8020, 4.8781], [0.1883, 4.3606, 5.7570], [-0.1042, 2.9392, 5.6796], [-0.6896, 2.5825, 4.3822], [0.3978, 2.9097, 2.8902], [1.9499, 2.1645, 3.6631], [0.8654, 4.6594, 3.4735], [1.4373, 2.3809, 6.9562], [0.9258, 1.1289, 5.7827], [3.2346, 4.2819, 4.4352], [2.7960, 4.2258, 6.1633], [-0.7123, 4.9222, 5.4932], [0.4722, 4.5956, 6.7894], [-1.6245, 3.1376, 4.2528], [-0.9228, 1.5191, 4.3859], [2.7997, 2.4570, 3.0370], [1.8716, 1.0808, 3.6373], [0.0066, 5.3203, 3.3077], [1.6918, 5.0233, 2.8540], [0.0019, -2.7431, -4.4693], [-0.2171, -3.9642, -3.5687], [0.1321, -5.2188, -4.3715], [-1.6982, -4.0269, -3.1847], [0.8005, -3.6041, -1.9685], [0.4004, -2.2411, -1.3440], [0.7010, -5.0453, -0.7080], [0.8176, -6.4152, -0.9477], [0.8009, -7.3421, 0.0873], [0.6657, -6.9171, 1.4019], [0.5469, -5.5592, 1.6669], [0.5660, -4.6435, 0.6245], [2.6498, -3.7324, -2.5111], [3.2963, -4.8745, -2.9879], [4.6408, -4.8637, -3.3345], [5.3854, -3.6989, -3.2092], [4.7685, -2.5495, -2.7354], [3.4229, -2.5763, -2.3944], [-0.6019, -2.8133, -5.3835], [1.0558, -2.6621, -4.7532], [-0.2752, -1.8314, -3.9377], [-0.4899, -5.2714, -5.2756], [-0.0511, -6.1275, -3.7919], [1.1781, -5.2093, -4.6855], [-2.3283, -4.0980, -4.0811], [-1.9822, -3.1298, -2.6317], [-1.8965, -4.8990, -2.5544], [0.9234, -6.7838, -1.9626], [0.9060, -8.4007, -0.1287], [0.6501, -7.6404, 2.2099], [0.4529, -5.2092, 2.6890], [0.4725, -3.5821, 0.8325], [2.7468, -5.8042, -3.0856], [5.1104, -5.7757, -3.6887], [6.4398, -3.6969, -3.4631], [5.3401, -1.6340, -2.6267], [2.9347, -1.6902, -2.0075]],
  "total_charge": -2,
  "e_homo_ha": -0.089,
  "e_above_lowest_kcal_mol": 19.6,
  "orbital_gap_ev": 6.252,
  "total_energy_ev": -97227.419
}

# 4
{
  "formula": "C43H44IN2O6",
  "method": "the ωB97M-V functional and the def2-TZVPD basis",
  "symbols": ["C", "C", "N", "C", "C", "C", "I", "C", "C", "C", "C", "N", "O", "C", "C", "C", "C", "C", "C", "O", "H", "H", "H", "H", "H", "H", "H", "H", "H", "H", "H", "H", "H", "H", "H", "H", "H", "H", "H", "H", "H", "H", "H", "H", "H", "H", "H", "H", "C", "C", "C", "C", "C", "C", "C", "O", "C", "C", "C", "C", "C", "C", "C", "O", "H", "H", "H", "H", "H", "H", "H", "H", "C", "C", "C", "C", "C", "C", "C", "O", "C", "C", "C", "C", "C", "C", "C", "O", "H", "H", "H", "H", "H", "H", "H", "H"],
  "positions_angstrom": [[3.9627, -0.5711, 2.1909], [3.9504, 0.9636, 2.3996], [3.8041, 1.6479, 1.1010], [3.0427, 2.9098, 1.1714], [1.9353, 3.0835, 0.1366], [0.7040, 2.1668, 0.2845], [1.1623, 0.1398, -0.3418], [0.2040, 2.2708, 1.7329], [-1.2791, 2.0067, 1.9967], [-1.5976, 2.7012, 3.3411], [-1.5768, 0.5178, 2.2590], [-2.1830, 2.6229, 1.0084], [-3.4197, 2.4493, 1.2595], [-1.8266, 2.4087, -0.4013], [-2.6509, 3.4437, -1.2345], [-2.2602, 1.0329, -0.9423], [-0.3577, 2.7148, -0.7089], [4.9719, 1.7730, 0.3674], [6.2648, 1.1051, 0.7731], [4.9615, 2.3928, -0.6471], [4.6564, -1.0789, 2.8524], [2.9681, -0.9443, 2.4024], [4.1347, -0.7980, 1.1479], [4.8142, 1.2908, 2.9738], [3.0860, 1.1602, 3.0183], [2.7012, 3.0613, 2.1853], [3.7454, 3.7230, 0.9896], [1.6047, 4.1187, 0.1956], [2.3578, 2.9298, -0.8537], [0.7512, 1.5568, 2.3429], [0.4295, 3.2465, 2.1559], [-0.7476, 2.6406, 4.0127], [-1.7538, 3.7593, 3.1422], [-2.5011, 2.3117, 3.7887], [-1.0366, -0.1503, 1.5986], [-1.1948, 0.3240, 3.2586], [-2.6413, 0.3237, 2.2955], [-3.3690, 2.9388, -1.8684], [-1.9935, 4.0709, -1.8254], [-3.2165, 4.1047, -0.5879], [-1.8698, 0.9768, -1.9524], [-3.3391, 1.0004, -1.0327], [-1.8399, 0.1920, -0.4097], [-0.1342, 2.3385, -1.7007], [-0.2145, 3.7907, -0.7606], [7.0863, 1.7340, 0.4637], [6.3792, 0.9131, 1.8322], [6.3602, 0.1916, 0.1973], [-6.8917, 1.2842, -9.8788], [-6.9981, 2.6665, -9.7612], [-6.1614, 3.3572, -8.9015], [-5.2209, 2.6681, -8.1465], [-5.1294, 1.2782, -8.2481], [-5.9607, 0.5916, -9.1242], [-4.1602, 0.5150, -7.4140], [-4.0767, -0.6924, -7.5055], [-3.3015, 1.2686, -6.4592], [-2.4295, 0.5715, -5.6326], [-1.6162, 1.2596, -4.7489], [-1.6635, 2.6493, -4.6925], [-2.5332, 3.3486, -5.5110], [-3.3615, 2.6621, -6.3898], [-4.3160, 3.4270, -7.2394], [-4.3590, 4.6389, -7.1902], [-7.5412, 0.7473, -10.5580], [-7.7347, 3.2045, -10.3437], [-6.2392, 4.4323, -8.8127], [-5.8801, -0.4835, -9.2108], [-2.3908, -0.5084, -5.6793], [-0.9405, 0.7132, -4.1023], [-1.0218, 3.1865, -4.0057], [-2.5738, 4.4286, -5.4661], [0.9044, -6.1873, 2.0420], [1.0570, -4.8044, 2.0240], [1.6464, -4.1574, 3.0965], [2.0768, -4.8865, 4.1966], [1.9036, -6.2719, 4.2245], [1.3258, -6.9191, 3.1395], [2.3160, -7.0670, 5.4141], [2.1706, -8.2716, 5.4382], [2.9041, -6.3461, 6.5772], [3.2449, -7.0605, 7.7186], [3.8045, -6.4064, 8.8027], [4.0346, -5.0353, 8.7488], [3.6923, -4.3173, 7.6159], [3.1184, -4.9667, 6.5303], [2.7250, -4.1754, 5.3323], [2.9238, -2.9779, 5.2840], [0.4512, -6.6929, 1.1991], [0.7165, -4.2319, 1.1707], [1.7690, -3.0827, 3.0807], [1.2034, -7.9935, 3.1572], [3.0688, -8.1270, 7.7585], [4.0647, -6.9643, 9.6928], [4.4785, -4.5271, 9.5950], [3.8665, -3.2507, 7.5742]],
  "e_homo_ha": [-0.313, -0.328],
  "orbital_gap_ev": [7.451, 7.852],
  "spin_multiplicity": 2,
  "total_energy_ev": -68670.070
}